(1)
{
  "formula": "C46H118N20O13",
  "method": "ωB97M-V/def2-TZVPD",
  "e_tot_ha": -3896.79905,
  "orbital_gap_ev": 9.02,
  "max_force_ev_per_a": 3.4,
  "homo_energy_ev": -8.60,
  "total_charge": 0,
  "e_above_lowest_kcal_mol": 0.0,
  "elements": ["C", "O", "N", "N", "H", "H", "H", "H", "C", "O", "N", "N", "H", "H", "H", "H", "C", "O", "N", "N", "H", "H", "H", "H", "C", "O", "N", "N", "H", "H", "H", "H", "C", "O", "N", "N", "H", "H", "H", "H", "C", "O", "N", "N", "H", "H", "H", "H", "C", "O", "N", "N", "H", "H", "H", "H", "C", "C", "C", "C", "C", "C", "N", "O", "C", "C", "C", "H", "H", "H", "H", "H", "H", "H", "H", "H", "H", "H", "H", "H", "H", "H", "H", "H", "H", "H", "C", "C", "C", "C", "C", "C", "N", "O", "C", "C", "C", "H", "H", "H", "H", "H", "H", "H", "H", "H", "H", "H", "H", "H", "H", "H", "H", "H", "H", "H", "C", "C", "C", "C", "C", "C", "N", "O", "C", "C", "C", "H", "H", "H", "H", "H", "H", "H", "H", "H", "H", "H", "H", "H", "H", "H", "H", "H", "H", "H", "C", "C", "C", "O", "C", "N", "H", "H", "H", "H", "H", "H", "H", "H", "H", "H", "H", "C", "C", "C", "O", "C", "N", "H", "H", "H", "H", "H", "H", "H", "H", "H", "H", "H", "C", "C", "C", "O", "C", "N", "H", "H", "H", "H", "H", "H", "H", "H", "H", "H", "H"],
  "xyz": [[-0.9724, 4.6621, 2.8332], [0.0574, 5.2454, 2.6419], [-2.1920, 5.2789, 2.6569], [-1.1148, 3.2670, 2.9592], [-2.8805, 4.6795, 2.2611], [-2.1513, 6.2200, 2.4183], [-0.2895, 2.8316, 3.2584], [-1.8632, 2.9761, 3.5707], [-2.8476, 0.7087, 4.2895], [-3.2950, 1.8433, 4.4970], [-1.8571, 0.1010, 5.0006], [-3.2941, -0.0278, 3.1506], [-1.5258, -0.7527, 4.6432], [-1.4781, 0.5679, 5.7901], [-3.5840, 0.5322, 2.3569], [-2.5938, -0.6310, 2.7188], [5.6557, 0.7145, -0.4960], [6.5881, -0.0720, -0.4589], [5.9467, 2.0167, -0.7933], [4.3275, 0.3333, -0.2435], [6.9421, 2.1437, -0.6750], [5.3559, 2.8021, -0.6782], [3.5768, 0.9990, -0.3506], [4.1664, -0.6756, -0.1405], [-3.6818, -3.6489, 0.2334], [-2.9899, -4.5510, -0.2843], [-3.7194, -3.4917, 1.5626], [-4.3709, -2.7248, -0.4970], [-3.9977, -2.6051, 1.9709], [-3.1498, -4.1352, 2.1020], [-4.7603, -1.9256, -0.0432], [-4.1882, -2.6318, -1.4681], [0.0483, -5.2557, 1.1782], [1.1834, -5.1885, 1.6938], [-0.2001, -4.8869, -0.0939], [-1.0132, -5.7040, 1.9110], [0.6744, -4.7482, -0.6307], [-1.0879, -4.8146, -0.4959], [-1.9117, -5.9062, 1.5113], [-0.8172, -6.0516, 2.8232], [2.9167, 4.1679, 0.8876], [3.6417, 3.4619, 0.1530], [1.8171, 4.8065, 0.3382], [3.1837, 4.4083, 2.1852], [1.2048, 5.4865, 0.7756], [1.7441, 4.6318, -0.6381], [2.4057, 4.3741, 2.7834], [3.9025, 3.7484, 2.4978], [4.6594, -3.3498, 0.6543], [3.9201, -2.3790, 0.4376], [6.0174, -3.1803, 0.6699], [4.2494, -4.5645, 0.8960], [6.6708, -3.6878, 1.2272], [6.4328, -2.3736, 0.1493], [4.8118, -5.3546, 1.0557], [3.3354, -4.7016, 1.1519], [-1.8273, -4.1570, -4.5008], [-1.2910, -2.7537, -4.2270], [-0.2367, -2.2002, -5.2419], [-0.9520, -1.8632, -6.6269], [-1.9883, -0.8116, -6.3672], [-3.0674, -1.3888, -5.4001], [-2.3080, -1.7297, -4.2173], [-3.2698, -1.8928, -3.1308], [-4.0588, -0.2526, -5.1640], [-3.9976, -2.4607, -6.0583], [-0.6487, -2.6177, -2.8468], [-2.7119, -4.3909, -3.8355], [-1.0081, -4.8321, -4.1652], [-2.1402, -4.3568, -5.5235], [0.1558, -1.3023, -4.7668], [0.6182, -2.8371, -5.3237], [-1.4011, -2.7184, -7.1433], [-0.1982, -1.4244, -7.3079], [-2.5780, -0.5108, -7.2901], [-1.5628, 0.1149, -5.9163], [-4.8967, -0.6491, -4.5535], [-3.5898, 0.6417, -4.7600], [-4.5155, 0.0329, -6.1714], [-4.8940, -1.9643, -6.4061], [-3.5480, -3.0923, -6.7655], [-4.3617, -3.1645, -5.2887], [0.1686, -3.3389, -2.8126], [-1.2840, -2.7970, -2.0280], [-0.3280, -1.5688, -2.7514], [-2.8825, -1.2864, -2.4757], [1.1578, 1.4902, -2.3473], [1.8811, 2.0757, -3.5912], [1.1601, 1.5164, -4.8887], [1.5608, 2.3697, -6.0529], [1.0242, 3.7545, -5.7810], [1.8799, 4.4235, -4.7356], [1.6514, 3.5519, -3.5588], [2.3860, 4.0694, -2.4331], [3.3188, 4.6803, -5.1147], [1.2638, 5.7466, -4.2532], [3.2646, 1.5045, -3.6025], [1.3360, 0.4130, -2.2621], [0.1224, 1.6611, -2.5175], [1.4226, 1.9944, -1.4025], [1.5534, 0.5382, -5.0921], [0.0461, 1.4686, -4.7414], [1.1392, 1.9477, -6.9640], [2.6358, 2.3885, -6.1795], [-0.0423, 3.6372, -5.3871], [0.9487, 4.3394, -6.6814], [3.9310, 3.7144, -5.2375], [3.3728, 5.3362, -6.0263], [3.7480, 5.2891, -4.3200], [1.9077, 6.2424, -3.5303], [1.0090, 6.4235, -5.0586], [0.3087, 5.5349, -3.7560], [3.8845, 2.0393, -4.2799], [3.2017, 0.4134, -3.7835], [3.6183, 1.6670, -2.5755], [3.2159, 3.5863, -2.4013], [-5.4498, 2.8399, 1.2770], [-4.9837, 2.3973, -0.0740], [-5.7966, 3.0934, -1.1721], [-5.1230, 3.0509, -2.5961], [-3.7009, 3.6686, -2.4351], [-2.8530, 2.8629, -1.4393], [-3.5745, 2.8477, -0.1454], [-2.8267, 2.0155, 0.7583], [-2.4658, 1.5075, -2.1442], [-1.4598, 3.6364, -1.2319], [-5.0525, 0.8503, -0.2343], [-5.1311, 3.8922, 1.5165], [-4.9126, 2.1870, 1.9735], [-6.5514, 2.7414, 1.3926], [-6.8224, 2.7374, -1.1343], [-5.9331, 4.1865, -0.8973], [-5.6501, 3.6647, -3.3393], [-4.9680, 2.0656, -2.8943], [-3.7570, 4.6879, -1.9995], [-3.1788, 3.8494, -3.4111], [-1.8094, 1.7995, -2.9778], [-2.0385, 0.9218, -1.3279], [-3.3735, 1.0350, -2.4145], [-0.8638, 3.0090, -0.5502], [-0.9462, 3.6895, -2.2222], [-1.6310, 4.5981, -0.8134], [-5.9515, 0.4905, 0.2694], [-4.1989, 0.3562, 0.2588], [-5.1077, 0.5159, -1.3095], [-2.1251, 2.6247, 0.9714], [-0.4862, -1.2862, 0.4307], [0.0489, -0.5372, 1.6246], [0.5583, -1.4549, 2.7338], [-0.5243, -1.8801, 3.4442], [-0.2999, -3.0354, 4.3183], [0.9732, 0.4776, 1.1745], [-1.0433, -0.6824, -0.2621], [-1.0461, -2.1730, 0.6970], [0.4135, -1.6758, -0.1022], [-0.7438, 0.0842, 2.0548], [1.2987, -0.9311, 3.3429], [1.0686, -2.2514, 2.1650], [-0.0886, -3.9419, 3.7216], [-1.1958, -3.3169, 4.8469], [0.6535, -2.9491, 4.9947], [1.8001, 0.1659, 0.6922], [0.9759, 1.4023, 1.5809], [6.6251, 3.7499, 6.2974], [5.2766, 3.5983, 5.4842], [5.5083, 2.2989, 4.6999], [4.3408, 1.9784, 3.9796], [4.2441, 0.5661, 3.6717], [4.0933, 3.5649, 6.4113], [6.6143, 3.0854, 7.1609], [6.7572, 4.7650, 6.6695], [7.4691, 3.6343, 5.6113], [5.1160, 4.2905, 4.6385], [5.8218, 1.3845, 5.2412], [6.3200, 2.4779, 4.0311], [3.4452, 0.4444, 2.9473], [3.9176, 0.0670, 4.5671], [5.0912, 0.1109, 3.1924], [3.2265, 3.4405, 5.8188], [3.9963, 4.4847, 6.8035], [-1.3718, -6.7174, 7.7632], [-0.9942, -5.9441, 6.4947], [0.4662, -6.1504, 6.1103], [0.5879, -7.3753, 5.3851], [1.8596, -7.6145, 4.7802], [-1.8189, -6.1155, 5.3195], [-2.4884, -6.7457, 7.8862], [-0.8005, -6.3221, 8.6469], [-1.1524, -7.7480, 7.5102], [-0.9563, -4.8875, 6.7219], [1.2477, -5.9783, 6.9393], [0.5849, -5.2934, 5.3745], [2.6960, -7.3778, 5.4553], [1.8850, -7.0889, 3.8679], [1.8960, -8.7659, 4.6366], [-1.8301, -7.1003, 4.9756], [-2.7136, -5.7867, 5.5091]]
}

(2)
{
  "formula": "C46H119N7O19",
  "method": "ωB97M-V/def2-TZVPD",
  "e_tot_ha": -3636.17701,
  "orbital_gap_ev": 8.47,
  "max_force_ev_per_a": 4.7,
  "smiles": "COC[C@H](C)N.COCCNCCOC.COCCNCCOC.COCCNCCOC.COCCNCCOC.COCCNCCOC.COCCNCCOC.OCCO.OCCO.OCCO",
  "homo_energy_ev": -8.21,
  "total_charge": 0,
  "e_above_lowest_kcal_mol": 37.5,
  "elements": ["C", "O", "C", "C", "C", "N", "H", "H", "H", "H", "H", "H", "H", "H", "H", "H", "H", "C", "O", "C", "C", "N", "C", "C", "O", "C", "H", "H", "H", "H", "H", "H", "H", "H", "H", "H", "H", "H", "H", "H", "H", "C", "O", "C", "C", "N", "C", "C", "O", "C", "H", "H", "H", "H", "H", "H", "H", "H", "H", "H", "H", "H", "H", "H", "H", "C", "O", "C", "C", "N", "C", "C", "O", "C", "H", "H", "H", "H", "H", "H", "H", "H", "H", "H", "H", "H", "H", "H", "H", "C", "O", "C", "C", "N", "C", "C", "O", "C", "H", "H", "H", "H", "H", "H", "H", "H", "H", "H", "H", "H", "H", "H", "H", "C", "O", "C", "C", "N", "C", "C", "O", "C", "H", "H", "H", "H", "H", "H", "H", "H", "H", "H", "H", "H", "H", "H", "H", "C", "O", "C", "C", "N", "C", "C", "O", "C", "H", "H", "H", "H", "H", "H", "H", "H", "H", "H", "H", "H", "H", "H", "H", "O", "C", "C", "O", "H", "H", "H", "H", "H", "H", "O", "C", "C", "O", "H", "H", "H", "H", "H", "H", "O", "C", "C", "O", "H", "H", "H", "H", "H", "H"],
  "xyz": [[2.7176, 0.0297, 3.0279], [1.7435, 0.1007, 2.0006], [0.3687, -0.0817, 2.3821], [-0.3760, -0.8625, 1.2574], [-0.5022, -0.0763, -0.0231], [-1.7341, -1.2050, 1.7120], [2.6883, 0.8863, 3.7013], [3.6930, 0.0427, 2.5417], [2.5781, -0.9312, 3.5232], [0.1457, -0.5809, 3.3251], [-0.0198, 0.9279, 2.5157], [0.1991, -1.7883, 1.2353], [0.3809, 0.3736, -0.4767], [-1.3761, 0.5717, -0.0894], [-0.8507, -0.8416, -0.7166], [-2.2227, -0.3446, 1.9145], [-1.7921, -1.3886, 2.7034], [-4.5411, 7.7424, 5.4195], [-3.6510, 6.8511, 4.6972], [-4.3675, 5.9235, 3.7884], [-5.1044, 4.8759, 4.5524], [-4.1965, 3.8519, 5.0128], [-4.5366, 2.9199, 6.0177], [-5.8731, 2.0955, 5.7894], [-6.9484, 2.9573, 5.5900], [-7.4423, 3.7310, 6.6690], [-3.8287, 8.3124, 6.0160], [-5.1791, 7.1979, 6.1156], [-4.9699, 8.4497, 4.7096], [-3.6518, 5.4835, 3.0938], [-5.0889, 6.4906, 3.2002], [-5.8595, 4.4262, 3.9076], [-5.6279, 5.2605, 5.4276], [-3.2523, 4.2101, 5.0315], [-4.6156, 3.4757, 6.9521], [-3.7653, 2.1527, 6.0848], [-6.0948, 1.2500, 6.4406], [-5.7433, 1.5880, 4.8334], [-7.3926, 3.1851, 7.6111], [-8.4890, 4.0267, 6.5978], [-6.8245, 4.6131, 6.8370], [14.1587, 0.6628, 9.1003], [13.9010, 1.0588, 7.7327], [13.2193, 0.0693, 6.9718], [12.6607, 0.7755, 5.8167], [11.5368, 1.7024, 6.0864], [11.1466, 2.5064, 4.9121], [9.6344, 2.8706, 5.0192], [9.4619, 4.1408, 5.6219], [8.1619, 4.7468, 5.3585], [13.1396, 0.6453, 9.4865], [14.7235, 1.5233, 9.4593], [14.5858, -0.2831, 9.4333], [12.3452, -0.3460, 7.4733], [13.8822, -0.7567, 6.7141], [12.2102, 0.0740, 5.1145], [13.4027, 1.3028, 5.2172], [11.8821, 2.3412, 6.7883], [11.2222, 1.9156, 3.9992], [11.8044, 3.3248, 4.6193], [9.0528, 2.1106, 5.5410], [9.1908, 2.7394, 4.0322], [8.0622, 4.7619, 4.2731], [8.2288, 5.7584, 5.7589], [7.3536, 4.2773, 5.9191], [7.7615, -4.0518, 4.7639], [6.5944, -4.7842, 5.1967], [6.1101, -4.4072, 6.4350], [5.2727, -5.5702, 6.9983], [4.0175, -5.9150, 6.3259], [3.5560, -7.1993, 6.9110], [2.2520, -7.5714, 6.2658], [2.3454, -7.6552, 4.8260], [1.0335, -7.5253, 4.2231], [8.1358, -4.6234, 3.9146], [8.5763, -4.0454, 5.4879], [7.5431, -3.0558, 4.3786], [5.4575, -3.5343, 6.4501], [6.9347, -4.1906, 7.1141], [4.9393, -5.2465, 7.9843], [5.8815, -6.4714, 7.0720], [4.1412, -5.9670, 5.3248], [3.4673, -7.1305, 7.9952], [4.2041, -8.0568, 6.7300], [1.6422, -6.7186, 6.5641], [1.8015, -8.4351, 6.7549], [0.8975, -8.0305, 3.2669], [0.8679, -6.5187, 3.8391], [0.1933, -7.8780, 4.8212], [-10.5332, 1.8982, -11.6982], [-10.1418, 0.8984, -10.7507], [-8.8603, 1.0319, -10.3152], [-8.7479, 0.1573, -9.0639], [-7.5538, 0.3083, -8.2643], [-7.8355, -0.1142, -6.8087], [-8.6900, 0.8498, -5.8252], [-8.0698, 2.0812, -5.5025], [-6.7748, 1.9059, -4.9951], [-9.9196, 1.8606, -12.5983], [-10.5845, 2.8876, -11.2437], [-11.4668, 1.4260, -12.0040], [-8.6944, 2.1063, -10.2366], [-8.0983, 0.6797, -11.0105], [-8.9585, -0.8923, -9.2687], [-9.6815, 0.1685, -8.5014], [-7.4163, 1.3082, -8.2278], [-6.8949, -0.4515, -6.3730], [-8.2896, -1.1050, -6.7990], [-8.8988, 0.2644, -4.9298], [-9.6574, 0.9827, -6.3097], [-6.6416, 0.9610, -4.4683], [-6.4395, 2.6688, -4.2923], [-6.1197, 1.8218, -5.8622], [0.8845, 5.8498, -1.8332], [0.4919, 6.1589, -3.1756], [-0.7304, 6.7677, -3.3115], [-0.7523, 7.4016, -4.7531], [-1.7868, 6.7086, -5.5785], [-1.9032, 7.4124, -6.9470], [-2.6942, 6.5304, -8.0630], [-2.7272, 7.4092, -9.1629], [-3.1436, 6.9442, -10.3982], [0.2146, 5.2941, -1.1770], [1.3598, 6.6733, -1.3004], [1.7025, 5.1335, -1.9098], [-0.8507, 7.4773, -2.4928], [-1.5572, 6.0724, -3.1664], [0.2180, 7.2291, -5.2187], [-1.0919, 8.3930, -4.4532], [-1.5057, 5.7426, -5.6678], [-0.8704, 7.4957, -7.2855], [-2.2479, 8.4435, -6.8682], [-3.7405, 6.3268, -7.8352], [-2.1951, 5.6835, -8.5338], [-3.0974, 7.6982, -11.1840], [-4.1945, 6.6605, -10.3400], [-2.6098, 6.0463, -10.7097], [5.4529, -1.2683, -2.8575], [4.5412, -1.9661, -3.6216], [3.7555, -2.9710, -2.9726], [2.6048, -3.4725, -3.8386], [2.9672, -4.2978, -5.0250], [1.7309, -4.7041, -5.6550], [1.6113, -5.9346, -6.5301], [2.0284, -7.1260, -5.7857], [2.5734, -8.1536, -6.7039], [6.2549, -1.8361, -2.3858], [5.0768, -0.5637, -2.1157], [5.9538, -0.7023, -3.6429], [3.4983, -2.4577, -2.0460], [4.3358, -3.8585, -2.7202], [2.0245, -2.5563, -3.9479], [1.9600, -3.9865, -3.1259], [3.4067, -5.1833, -4.8181], [1.3444, -3.9500, -6.3406], [0.9177, -4.9410, -4.9690], [2.3330, -5.7092, -7.3152], [0.5777, -6.0147, -6.8666], [2.3744, -7.7767, -7.7071], [2.1924, -9.1732, -6.7622], [3.6560, -8.1306, -6.5792], [-4.3926, -4.3338, 5.7165], [-5.1118, -4.4508, 6.9052], [-4.8942, -5.8711, 7.3514], [-5.6529, -6.0837, 8.5421], [-4.7727, -4.9721, 5.1085], [-4.6467, -3.7023, 7.5467], [-6.1657, -4.2702, 6.6939], [-3.8668, -6.0912, 7.6417], [-5.0328, -6.7091, 6.6682], [-5.3920, -6.9326, 8.9067], [2.0293, 0.9680, -8.1901], [1.7450, 1.2441, -6.8113], [1.0055, 2.5336, -6.6079], [0.4990, 2.5474, -5.2384], [2.8090, 0.4103, -8.1394], [1.2502, 0.3661, -6.3961], [2.6729, 1.2280, -6.2395], [0.0857, 2.4801, -7.1903], [1.5133, 3.4875, -6.7501], [0.9972, 3.0892, -4.6221], [-5.7901, -5.8272, 1.0145], [-5.9316, -6.0300, -0.2883], [-5.6943, -4.7879, -1.2172], [-4.3816, -4.3440, -1.2569], [-6.6870, -5.6498, 1.3072], [-5.1967, -6.8060, -0.5027], [-6.9296, -6.4658, -0.3351], [-6.3238, -3.9429, -0.9382], [-6.0123, -4.9412, -2.2484], [-4.2980, -3.9070, -0.4062]]
}